Computed, not measured: 2 unconnected molecules or ions with the total composition C3H11N2O, with wB97M-V/def2-TZVPD.

Relative energy (zero: lowest compared OMol25 entry of this formula, charge and spin) ... 46.2 kcal per mole
Calculated total energy ... -305.3791 a.u.
HOMO-LUMO gap ... 10.060 eV
HOMO level ... -13.63 eV
Spin multiplicity ... 1
Charge ... +1

Each line ends with the natural charge from an NBO analysis.
Element x y z (Å)
O 0.66181 -1.86918 -1.95097  -0.57
C -0.04991 -2.62757 -1.33378  0.32
H 0.22862 -3.07270 -0.36730  0.14
H -1.03714 -2.90043 -1.73775  0.14
N 0.76162 0.83879 -1.16616  -0.68
C 0.66200 1.00312 0.34871  -0.22
C -0.73528 0.67712 0.82987  -0.24
N -0.79742 1.03759 2.24063  -0.81
H 0.53542 -0.13541 -1.39980  0.46
H 0.15280 1.49550 -1.64814  0.44
H 1.72746 0.99297 -1.44855  0.44
H 1.39792 0.30854 0.74290  0.22
H 0.89263 2.04335 0.56200  0.24
H -1.50310 1.25416 0.31411  0.21
H -0.94994 -0.38546 0.63372  0.17
H -1.73573 0.92001 2.58669  0.38
H -0.21176 0.41959 2.79380  0.36

Computed, not measured: 2 unconnected molecules or ions with the total composition C3H11N2O at a distorted geometry, with wB97M-V/def2-TZVPD.

Relative energy (zero: lowest compared OMol25 entry of this formula, charge and spin) ... 27.9 kcal per mole
Calculated total energy ... -305.4082 a.u.
HOMO-LUMO gap ... 9.640 eV
HOMO level ... -12.94 eV
Spin multiplicity ... 1
Charge ... +1

Each line ends with the natural charge from an NBO analysis.
Element x y z (Å)
C -2.47050 0.32891 -0.97818  -0.66
C -1.33891 -0.07711 -0.10769  0.25
C -0.15436 0.56632 -0.17517  -0.23
N 0.94435 0.20589 0.72790  -0.70
N -1.62609 -1.03636 0.84722  -0.79
H -3.31525 0.64493 -0.35773  0.25
H -2.27681 1.19171 -1.61078  0.24
H -2.76738 -0.51573 -1.59621  0.24
H -0.07165 1.47301 -0.73605  0.24
H 0.91448 0.79934 1.56260  0.44
H 0.92378 -0.78230 0.95344  0.42
H 1.92562 0.28489 0.39069  0.48
H -2.47003 -1.57081 0.78647  0.41
H -0.87407 -1.63934 1.11831  0.37
H 4.02462 -0.73152 -0.31102  0.50
H 3.92557 0.66068 -1.03189  0.51
O 3.57742 0.13440 -0.27541  -0.98

Look up the relative energy (zero: lowest compared OMol25 entry of this formula, charge and spin) of the second one. 27.9 kcal per mole